C7H27NO8 | ωB97M-V/def2-TZVPD

Computed properties:
* SMILES: C=C/C=C/C/C=C/N.O.O.O.O.O.O.O.O
* relative energy (zero: lowest compared OMol25 entry of this formula, charge and spin): 55.6 kcal per mole
* LUMO level: 0.17 eV

Geometry (Å):
C  0.98518  -3.28221  2.81083
C  0.99093  -3.11365  1.49985
C  -0.18663  -2.99368  0.60727
C  -1.13432  -2.06507  0.83765
C  -2.26632  -1.80720  -0.10984
C  -1.82719  -0.48940  -0.71253
C  -2.49203  0.63404  -0.36509
N  -2.16291  1.91192  -0.89209
H  0.19958  -3.28714  3.52912
H  1.99939  -3.27918  3.23149
H  1.92605  -3.23707  0.92496
H  -0.27993  -3.80735  -0.09583
H  -1.10748  -1.47515  1.76409
H  -2.49372  -2.44624  -0.95519
H  -3.21773  -1.59322  0.37180
H  -0.89436  -0.37839  -1.27942
H  -3.44389  0.73811  0.10948
H  -2.80342  2.63973  -0.64330
H  -1.26362  2.06550  -1.29872
O  0.78783  3.54844  0.11293
H  0.86798  3.17768  -0.76841
H  1.24266  2.91768  0.72181
O  1.60069  0.97398  -2.11787
H  2.45175  0.94975  -2.57128
H  0.99657  0.57843  -2.80176
O  -0.95478  0.87169  2.38762
H  -0.88444  1.79565  2.69598
H  -1.44716  0.93187  1.55731
O  1.08323  -1.57727  -1.83802
H  0.92596  -2.25050  -1.15977
H  1.96057  -1.21743  -1.63754
O  -0.90837  3.74688  2.03103
H  -0.59487  4.63736  2.19328
H  -0.57572  3.51038  1.12600
O  -0.04109  0.16091  -4.08165
H  0.59452  -0.43957  -4.47803
H  -0.81749  -0.28973  -3.72810
O  1.55031  1.34000  1.47561
H  2.16836  0.63274  1.20852
H  0.63156  0.99023  1.58162
O  3.01374  -0.27690  -0.26926
H  3.65487  0.43236  -0.39818
H  2.16574  0.12104  -0.57638

Mulliken population analysis, charges in e, atoms 1 to 6: number 1, C, carries -0.8769; number 2, C, carries -0.0026; number 3, C, carries -0.8921; number 4, C, carries 0.1566; number 5, C, carries -0.8845; number 6, C, carries 0.5311

---

C30H55ClF7N3O23PS5 | ωB97M-V/def2-TZVPD

Computed properties:
* total charge: +1
* LUMO level: -5.81 eV

Geometry (Å):
C  6.63556  1.24526  3.53898
C  6.89546  1.43584  1.93349
C  6.96129  2.98508  1.40910
C  5.59068  3.86877  1.68981
C  4.26801  2.98345  1.34048
C  3.09747  3.80408  0.47185
C  1.62468  3.33910  1.12661
C  1.21444  1.90796  0.56961
N  0.16923  1.00997  1.27304
S  0.91404  0.33251  2.64629
O  1.55232  1.40026  3.63782
O  2.31313  -0.33873  2.26062
C  0.30671  -0.96064  3.74793
F  1.39195  -1.03744  4.82785
F  0.52794  -2.33841  3.15227
C  -1.01237  -1.02003  4.61184
F  -2.25097  -1.61606  3.98425
F  -0.71690  -2.10742  5.64238
C  -1.49822  0.22376  5.52991
F  -2.87779  0.60277  5.04263
F  -1.76885  -0.24792  6.94494
F  -0.57671  1.35609  5.68985
C  -1.09288  1.87804  1.49739
C  -1.14332  2.81792  2.79840
C  -1.91048  4.23861  2.32616
C  -2.21181  5.24668  3.58376
N  -3.16101  4.71085  4.63042
C  -2.52377  1.15864  1.25998
C  -3.83333  1.50514  2.12490
C  -4.98259  2.28683  1.18567
O  -5.37841  3.55373  1.45381
Cl  -5.83145  1.46327  -0.26699
O  -2.32551  -0.28810  1.41729
C  -1.52806  -0.90159  0.37283
C  -1.27512  -2.47262  0.66609
C  -2.57618  -0.97503  -0.94273
N  -3.99305  -1.27535  -0.40941
C  -0.23558  0.06829  0.11718
P  1.06094  -0.84287  -0.87227
O  2.00917  0.05031  -1.82802
O  2.09319  -2.00211  -0.12782
O  0.23250  -1.83093  -2.11252
H  7.30817  0.32357  3.88253
H  6.91390  2.18988  4.17291
H  5.51758  0.87742  3.69150
H  6.11566  0.75347  1.36853
H  7.96144  0.95731  1.68876
H  7.10069  2.93287  0.22720
H  7.92813  3.47548  1.89374
H  5.61762  4.94810  1.21145
H  5.57509  4.05219  2.86974
H  4.48267  2.01590  0.67416
H  3.78849  2.55022  2.34395
H  3.17240  3.58045  -0.67480
H  3.23580  4.95810  0.74015
H  1.74921  3.53878  2.25628
H  0.85895  4.15180  0.70315
H  0.90456  2.14047  -0.56453
H  2.25784  1.34868  0.40497
H  -0.98275  2.66676  0.59741
H  -0.14783  3.24087  3.23543
H  -1.75337  2.45087  3.72285
H  -1.08538  4.78689  1.66002
H  -2.81575  4.04308  1.61286
H  -1.20801  5.65292  4.08698
H  -2.72769  6.22174  3.12870
H  -3.17225  5.45801  5.38824
H  -4.12494  4.80845  4.19432
H  -2.86244  1.46784  0.15132
H  -4.38871  0.49011  2.42707
H  -3.77189  2.12908  3.08804
H  -0.18020  -2.84560  0.76132
H  -1.81323  -3.22747  -0.08672
H  -1.79032  -2.71187  1.71823
H  -2.58771  0.02568  -1.55244
H  -2.32703  -1.84350  -1.67761
H  -4.58272  -1.43545  -1.27604
H  -3.99729  -2.13956  0.17446
H  -0.70749  0.79557  -0.72242
H  2.39045  -2.74172  -0.73387
H  0.23246  -1.33389  -2.98334
C  3.01481  -1.24818  -4.74220
C  3.49777  -0.10728  -5.63372
O  4.08550  -0.74229  -6.76690
S  3.29697  -2.13984  -7.05935
O  2.31842  -1.89739  -8.09606
O  4.26821  -3.20681  -7.12769
O  2.51268  -2.24225  -5.63376
H  3.84449  -1.68520  -4.17723
H  2.23256  -0.92761  -4.04895
H  4.22504  0.53481  -5.13115
H  2.65758  0.50079  -5.98539
C  -2.84176  -2.35903  -6.38006
C  -2.09344  -1.86231  -7.61415
O  -1.15577  -0.90728  -7.12274
S  -0.68392  -1.34999  -5.62548
O  0.57191  -2.05789  -5.73902
O  -0.87805  -0.22926  -4.73516
O  -1.86073  -2.44356  -5.34777
H  -3.60535  -1.64001  -6.06621
H  -3.30734  -3.33448  -6.54442
H  -2.75990  -1.40527  -8.34949
H  -1.53161  -2.67435  -8.08772
C  -4.53023  -1.74242  8.88290
C  -4.12186  -0.48312  9.64259
O  -5.31537  0.28876  9.75442
S  -6.59186  -0.72132  9.85802
O  -6.93365  -0.87476  11.25472
O  -7.55459  -0.34605  8.84870
O  -5.82898  -2.07673  9.36936
H  -4.60889  -1.54656  7.80865
H  -3.83544  -2.56960  9.05118
H  -3.34407  0.08240  9.12393
H  -3.78104  -0.72645  10.65450
C  2.04191  -5.36625  -10.19267
C  1.35776  -6.62298  -9.66134
O  0.08248  -6.18581  -9.19733
S  -0.41913  -4.93945  -10.12221
O  -1.31417  -5.45876  -11.13233
O  -0.76546  -3.83739  -9.25507
O  1.01232  -4.61257  -10.83072
H  2.44843  -4.76298  -9.37453
H  2.83968  -5.59945  -10.90291
H  1.92167  -7.09394  -8.85266
H  1.19405  -7.35126  -10.46267

Mulliken population analysis, charges in e, atoms 1 to 6: number 1, C, carries -0.6820; number 2, C, carries -0.3123; number 3, C, carries -0.6849; number 4, C, carries -0.6601; number 5, C, carries 0.3020; number 6, C, carries -0.8760

---

Respective orbital gap values: 8.156; 6.418 eV.
Respective E_HOMO values: -0.2933; -0.4492 Eh.
Respective electronic energy values: -939.51608; -6561.35874 Ha.